Formula: C8H8Br4IrO10P2S
Source: the Open Molecules 2025 dataset
Level of theory: the ωB97M-V functional and the def2-TZVPD basis

CARTESIAN COORDINATES (ANGSTROEM)
Ir: -0.06 -0.94 -0.46
Br: -2.06 1.44 5.70
C: -1.25 0.46 4.32
C: -0.33 -0.59 4.65
Br: 0.03 -0.98 6.45
C: 0.30 -1.31 3.66
Br: 1.52 -2.68 3.99
C: 0.02 -1.01 2.30
O: 0.58 -1.62 1.33
C: -0.94 0.02 1.97
O: -1.20 0.23 0.73
C: -1.55 0.76 3.02
Br: -2.72 2.13 2.49
O: -1.52 -2.66 -0.94
P: -0.43 -3.28 -2.02
O: -0.58 -4.69 -2.29
O: 0.79 -2.64 -1.33
O: -0.72 -2.41 -3.36
P: -0.37 -0.83 -3.51
O: 1.23 -0.77 -3.35
O: -0.82 -0.25 -4.77
O: -0.85 -0.19 -2.18
H: -2.45 -2.75 -1.19
H: 1.69 -1.27 -4.03
C: 1.20 2.35 -2.48
S: 0.36 1.98 -0.95
C: 1.13 3.20 0.09
O: 1.10 0.70 -0.40
H: 1.01 3.40 -2.70
H: 0.79 1.73 -3.27
H: 2.27 2.16 -2.35
H: 0.85 4.18 -0.28
H: 2.21 3.06 0.07
H: 0.75 3.05 1.09

E_tot in Ha: -12543.5628
<S²>: 0.7680
2S+1: 2
Molar mass in g/mol: 869.99
Frontier orbital gap (spin up / spin down) in eV: 8.44 / 6.37
Maximum force in Eh/bohr: 0.0409
Lowest unoccupied orbital energy (spin up / spin down) in eV: -0.36 / -2.87

Atom charges from the natural (NBO) analysis, given in e for atoms 1 to 2: 1.467, 0.154